Record 1
Below is an isolated molecule of C6H9N, with properties calculated with ωB97M-V/def2-TZVPD.

Frontier orbital gap (eV): 9.65
Energy above the lowest of the compared OMol25 structures with the same formula, charge and spin (kJ/mol): 354.53
Strongest force on any atom (eV Å⁻¹): 0.77
Calculated total energy (eV): -7854.485
SMILES: C[C@]12C[C@H]1[C@H]1N[C@H]12

```
! wB97M-V def2-TZVPD RIJCOSX def2/J DEFGRID3
* xyz 0 1
C -0.641 1.678 -0.752
C -0.340 0.299 -0.237
C -1.260 -0.597 0.527
C 0.008 -0.115 1.173
C 1.327 -0.766 0.654
N 1.247 -1.750 -0.379
C 0.967 -0.399 -0.751
H 0.290 2.259 -0.806
H -1.333 2.223 -0.101
H -1.070 1.650 -1.762
H -2.150 -0.095 0.910
H -1.435 -1.639 0.268
H -0.010 0.516 2.058
H 2.277 -0.634 1.168
H 0.623 -2.542 -0.425
H 1.579 0.062 -1.525
*
```

---

Record 2
Below is a cluster of 2 separate species, C4H8N2O in total, with properties calculated with ωB97M-V/def2-TZVPD.

Frontier orbital gap (eV): 10.85
Energy above the lowest of the compared OMol25 structures with the same formula, charge and spin (kJ/mol): 208.18
Strongest force on any atom (eV Å⁻¹): 0.79
Calculated total energy (eV): -9304.236
SMILES: CN1CC1.N=C=O

```
! wB97M-V def2-TZVPD RIJCOSX def2/J DEFGRID3
* xyz 0 1
N 1.613 -0.024 -2.087
C 1.860 -1.184 -1.834
O 2.170 -2.305 -1.667
C 0.643 0.318 1.085
N -0.246 0.594 -0.036
C -1.622 0.919 0.292
C -1.283 -0.392 -0.311
H 1.597 -0.059 0.700
H 0.935 0.527 -1.545
H 0.234 -0.424 1.787
H 0.838 1.248 1.626
H -1.894 0.929 1.347
H -2.078 1.701 -0.309
H -1.326 -1.269 0.333
H -1.487 -0.582 -1.362
*
```